Entry 1:
Entry from the Open Molecules 2025 dataset: the ion C2H6N3O2 with charge +1 at a distorted geometry (the ωB97M-V functional and the def2-TZVPD basis).

```
13
Properties=species:S:1:pos:R:3:forces:R:3:nbo_charge:R:1
C -1.2728 0.6485 -0.2590 1.03 -0.91 0.22 0.308
C 1.3367 -2.0407 -0.3035 -1.34 0.32 -0.20 0.530
N -0.5981 -0.4569 -0.5200 -0.47 -0.23 -0.19 -0.318
N -0.8469 1.6895 0.4325 -0.12 0.23 0.31 -0.247
N 0.7042 -0.7861 -0.1945 0.94 0.82 0.53 -0.477
O 2.4784 -2.1593 -0.0148 0.43 -0.04 0.09 -0.483
O 0.4731 1.8003 0.8248 0.14 0.01 -0.37 -0.524
H -2.2883 0.6904 -0.6301 0.04 0.06 -0.01 0.260
H 0.6598 -2.8345 -0.6514 0.05 -0.13 -0.06 0.129
H -1.0723 -1.1999 -1.0318 -0.04 0.40 0.09 0.442
H -1.3871 2.5490 0.4615 0.08 -0.16 -0.14 0.429
H 0.5207 2.1267 1.7411 -0.41 -0.20 -0.10 0.515
H 1.2923 -0.0268 0.1452 -0.34 -0.17 -0.18 0.436
```
Positions in Å, forces in eV/Å.

## Properties
net charge	+1
ΔE to the lowest compared entry with this formula, charge and spin	2.124	eV
electronic energy	-10726.8198	eV
Kohn-Sham gap	10.0407	eV
strongest force on any atom	1.4	eV/Å
lowest unoccupied orbital energy	-0.144	Ha

***

Entry 2:
Entry from the Open Molecules 2025 dataset: the ion C2H6N3O2 with charge +1 at a distorted geometry (the ωB97M-V functional and the def2-TZVPD basis).

```
13
Properties=species:S:1:pos:R:3:forces:R:3:mulliken_spin:R:1
C -1.2274 -1.1564 0.5460 -0.21 -3.49 7.09 0.654
C 0.6588 0.6581 -0.1001 -4.26 0.91 2.13 -0.001
N -0.0177 -1.0829 1.1834 0.05 2.31 -3.51 0.396
N -1.3294 -0.6049 -0.6341 -0.56 2.84 -6.26 0.570
N 1.5678 1.4976 -0.6056 -0.18 -0.25 -1.95 0.032
O 1.0460 -0.3935 0.6534 1.59 -0.04 -0.36 0.018
O -0.3044 -0.1593 -1.3234 0.37 -0.18 0.69 0.352
H -1.8838 -1.8389 1.1448 0.17 0.60 -1.74 0.010
H -0.3042 1.0910 0.4490 1.92 -0.16 -1.65 0.017
H 0.1928 -1.4369 2.0283 0.80 -1.49 3.49 -0.021
H -2.1680 -0.5036 -1.1745 -0.69 -0.31 0.10 -0.030
H 1.3575 1.9366 -1.5550 -0.13 -0.41 2.03 0.004
H 2.4505 1.0444 -0.6839 1.13 -0.31 -0.06 -0.001
```
Positions in Å, forces in eV/Å.

## Properties
net charge	+1
⟨S²⟩	2.01
2S+1	3
ΔE to the lowest compared entry with this formula, charge and spin	2.434	eV
electronic energy	-10721.3828	eV
Kohn-Sham gap (alpha / beta)	7.5080 / 8.1287	eV
strongest force on any atom	7.9	eV/Å
lowest unoccupied orbital energy (alpha / beta)	-0.113 / -0.275	Ha

***

Entry 3:
Entry from the Open Molecules 2025 dataset: a cluster of 2 separate species, C2H6N3O3 in total at a distorted geometry (the ωB97M-V functional and the def2-TZVPD basis).

```
14
Properties=species:S:1:pos:R:3:forces:R:3:nbo_charge:R:1
C -0.6566 -0.0505 -2.1431 0.17 -1.37 -2.13 -0.527
C -0.4156 0.9903 -1.3755 1.16 1.70 0.78 -0.022
N -0.1883 0.8848 0.0024 -0.47 -0.41 -1.92 -0.504
N 2.0175 -0.4237 2.4814 0.39 -1.62 -2.53 -0.565
N -0.0135 2.0301 0.6132 -0.03 -2.05 -0.53 0.617
O -0.1083 3.1069 0.0917 -0.34 2.70 -1.38 -0.516
O 0.2776 1.8988 1.7815 0.75 0.40 3.08 -0.541
O 0.8866 -1.0500 1.7914 0.27 0.84 0.54 -0.656
H 0.4469 -0.2918 1.2872 0.32 -0.89 0.49 0.499
H -0.7072 0.1153 -3.2258 -0.06 0.13 0.35 0.170
H -0.5687 -1.1154 -1.9225 -0.40 0.40 0.70 0.191
H -0.2046 1.9832 -1.8992 -0.75 -1.20 1.06 0.193
H 1.9309 -0.4607 3.4571 -1.02 -0.01 1.44 0.314
H 1.9880 0.5058 2.1556 0.01 1.40 0.07 0.348
```
Positions in Å, forces in eV/Å.

## Properties
net charge	-1
ΔE to the lowest compared entry with this formula, charge and spin	8.167	eV
electronic energy	-12779.9678	eV
Kohn-Sham gap	8.4336	eV
strongest force on any atom	3.2	eV/Å
lowest unoccupied orbital energy	0.156	Ha

***

Entry 4:
Entry from the Open Molecules 2025 dataset: the ion C2H6N3O3S with charge +1 at a distorted geometry (the ωB97M-V functional and the def2-TZVPD basis).

```
15
Properties=species:S:1:pos:R:3:forces:R:3:nbo_charge:R:1
C -1.6611 -1.6359 0.1161 0.52 -0.63 2.39 0.658
C 1.0097 0.5329 -0.0615 1.01 1.06 -0.85 0.678
N 1.9283 0.0596 0.7962 -0.29 -0.76 -0.38 -0.750
N 1.4294 0.7415 -1.3761 -5.43 -1.35 4.26 -0.755
N -0.1695 0.9534 0.4150 -0.55 -0.40 -0.80 -0.797
O -1.1479 -1.5524 1.2093 -0.56 0.43 -1.73 -0.549
O -1.8792 -0.6612 -0.7855 0.10 1.46 -0.68 -0.710
O -2.6602 1.3127 0.5252 -1.60 0.68 1.48 -0.824
S -1.8000 0.9893 -0.5231 2.55 -1.23 -0.42 1.749
H -2.0572 -2.5384 -0.3041 -0.16 -0.82 -0.25 0.162
H 2.6614 -0.4636 0.3201 0.04 0.15 0.66 0.421
H 1.6295 -0.3076 1.7116 0.28 0.36 -0.78 0.438
H 2.3581 0.7913 -1.4709 3.96 0.40 -1.30 0.415
H 0.7134 1.0932 -1.9634 0.25 0.56 -1.05 0.419
H -0.3549 0.6852 1.3912 -0.13 0.09 -0.57 0.443
```
Positions in Å, forces in eV/Å.

## Properties
net charge	+1
ΔE to the lowest compared entry with this formula, charge and spin	0.000	eV
electronic energy	-23611.8555	eV
Kohn-Sham gap	10.9538	eV
strongest force on any atom	7.0	eV/Å
lowest unoccupied orbital energy	-0.151	Ha

***

Entry 5:
Entry from the Open Molecules 2025 dataset: a cluster of 3 separate species, C2H6N3O3S in total at a distorted geometry (the ωB97M-V functional and the def2-TZVPD basis).

```
15
Properties=species:S:1:pos:R:3:forces:R:3:nbo_charge:R:1
C -0.7648 -3.5856 0.7685 0.56 -0.77 1.42 0.598
C 0.3212 -0.1399 -0.7087 2.39 -2.21 1.11 0.618
N 1.3517 0.5500 -1.2691 0.64 -0.87 0.19 -0.797
N 0.5555 -1.2540 -0.0366 3.06 1.60 -0.65 -0.760
N -0.9466 0.2254 -0.7597 -0.71 1.83 -1.26 -0.769
O -1.3444 2.5447 1.7899 -0.19 -0.48 0.51 -0.855
O 0.0591 4.1957 0.7795 0.55 0.46 -0.03 -0.821
O -0.8494 -2.5758 0.2612 -2.03 -3.02 0.52 -0.193
S -0.3477 3.5517 1.9840 -0.33 -0.06 -0.55 1.678
H -0.4457 -4.5203 1.4518 -0.49 2.28 -1.84 0.327
H 2.3045 0.1118 -1.2842 -1.72 0.77 -0.01 0.419
H 1.1870 1.3056 -1.8915 -0.07 0.52 -0.42 0.411
H 1.5458 -1.5273 -0.1695 -0.71 0.02 0.35 0.342
H -1.1383 1.1893 -0.9125 -0.11 0.78 -0.48 0.402
H -1.4879 -0.0712 -0.0029 -0.83 -0.83 1.13 0.401
```
Positions in Å, forces in eV/Å.

## Properties
net charge	+1
ΔE to the lowest compared entry with this formula, charge and spin	3.250	eV
electronic energy	-23608.6051	eV
Kohn-Sham gap	7.7354	eV
strongest force on any atom	3.7	eV/Å
lowest unoccupied orbital energy	-0.190	Ha

***

Entry 6:
Entry from the Open Molecules 2025 dataset: the ion C2H6N3P with charge +2 at a distorted geometry (the ωB97M-V functional and the def2-TZVPD basis).

```
12
Properties=species:S:1:pos:R:3:forces:R:3:nbo_charge:R:1
C 0.5947 1.0874 -0.0913 -2.41 0.95 -1.30 0.411
C 0.4172 -1.2683 -0.2121 1.23 1.67 0.11 0.427
N -0.6577 1.4106 0.0865 -0.30 -4.56 -0.54 -0.660
N 1.0761 -0.1105 -0.5123 -0.50 0.43 0.93 -0.546
N -0.8206 -1.1677 0.1507 0.29 0.39 -0.87 -0.721
P -2.1209 0.1253 -0.2648 1.63 0.75 0.90 1.057
H 1.1866 1.9548 -0.1360 1.68 0.63 0.30 0.272
H 1.1459 -2.1164 -0.2025 -1.52 -0.08 0.15 0.305
H -0.8433 2.3540 0.2337 -0.52 2.14 0.57 0.457
H 2.0724 -0.1423 -0.6273 0.59 -0.15 -0.31 0.477
H -1.1264 -2.0589 0.3863 -1.55 -2.09 0.87 0.457
H -2.9054 0.1623 1.0182 1.37 -0.08 -0.80 0.064
```
Positions in Å, forces in eV/Å.

## Properties
net charge	+2
ΔE to the lowest compared entry with this formula, charge and spin	0.173	eV
electronic energy	-15910.8518	eV
Kohn-Sham gap	9.4179	eV
strongest force on any atom	4.6	eV/Å
lowest unoccupied orbital energy	-0.391	Ha

***

Entry 7:
Entry from the Open Molecules 2025 dataset: the ion C2H6N3S with charge +1 at a distorted geometry (the ωB97M-V functional and the def2-TZVPD basis).

```
12
Properties=species:S:1:pos:R:3:forces:R:3:nbo_charge:R:1
C -0.1936 0.8700 -0.2361 2.02 2.39 0.97 0.407
C 1.3115 1.1984 0.1897 -1.89 -3.13 2.07 -0.650
N -0.9884 1.8548 -0.3061 2.54 -0.23 0.13 -0.544
N -0.5515 -0.4409 -0.3869 -1.01 -0.59 0.08 -0.284
N 0.0865 -1.5847 -0.2819 -0.04 -0.71 -1.18 -0.409
S 2.6017 -0.0407 -0.1112 -0.67 0.93 0.06 0.248
H 1.5270 2.1867 -0.0596 0.42 1.52 -0.54 0.274
H 1.0947 1.1352 1.3429 0.95 0.32 -1.67 0.286
H -1.9555 1.8647 -0.1382 -1.65 -0.62 -0.22 0.390
H -1.4564 -0.4212 -0.8133 -0.63 -1.02 -0.60 0.425
H 0.6235 -1.9109 0.4913 0.44 0.74 0.81 0.433
H 0.0155 -2.2739 -1.0318 -0.48 0.41 0.08 0.425
```
Positions in Å, forces in eV/Å.

## Properties
net charge	+1
ΔE to the lowest compared entry with this formula, charge and spin	4.825	eV
electronic energy	-17465.3133	eV
Kohn-Sham gap (alpha / beta)	6.5116 / 7.0759	eV
strongest force on any atom	4.2	eV/Å
lowest unoccupied orbital energy (alpha / beta)	-0.277 / -0.242	Ha

***

Entry 8:
Entry from the Open Molecules 2025 dataset: a cluster of 2 separate species, C2H6N3S in total at a distorted geometry (the ωB97M-V functional and the def2-TZVPD basis).

```
12
Properties=species:S:1:pos:R:3:forces:R:3:nbo_charge:R:1
C -1.0742 1.3451 0.1809 0.35 -1.09 1.18 0.364
C 0.1076 -0.6850 -0.0182 -1.17 1.44 -3.27 0.158
N -2.0498 0.4635 0.1270 1.38 1.64 -0.51 -0.632
N 0.1371 0.7478 0.2934 -2.08 -0.64 -0.20 -0.557
N 1.0435 -1.4855 0.5193 -1.92 -3.57 -3.22 -0.816
S -1.6712 -1.1531 0.0568 0.72 -1.21 0.64 0.535
H -1.2801 2.4295 0.3184 0.42 -0.97 -0.30 0.272
H 0.0966 -0.5260 -2.0071 0.46 -0.30 2.53 -0.055
H -2.9571 0.7073 0.3836 -1.91 0.68 0.10 0.450
H 0.9338 1.2782 0.0645 1.29 0.53 -0.23 0.445
H 1.4923 -1.2255 1.3084 1.75 1.02 3.03 0.407
H 0.8483 -2.5405 0.4173 0.72 2.47 0.25 0.429
```
Positions in Å, forces in eV/Å.

## Properties
net charge	+1
ΔE to the lowest compared entry with this formula, charge and spin	4.288	eV
electronic energy	-17465.8505	eV
Kohn-Sham gap (alpha / beta)	7.9382 / 7.4458	eV
strongest force on any atom	5.2	eV/Å
lowest unoccupied orbital energy (alpha / beta)	-0.172 / -0.171	Ha

***

Entry 9:
Entry from the Open Molecules 2025 dataset: the molecule C2H6N4 at a distorted geometry (the ωB97M-V functional and the def2-TZVPD basis).

```
12
Properties=species:S:1:pos:R:3:forces:R:3:nbo_charge:R:1
C -2.9185 -0.0532 -0.0293 -0.21 -0.01 -0.30 0.407
C 0.4706 0.8093 -0.4625 0.24 0.33 0.06 -0.432
N -3.9972 -0.1940 -0.3938 -0.77 -0.31 -0.27 -0.371
N -0.1191 -1.4533 0.0431 0.16 -0.18 -0.06 -0.676
N -1.7142 0.2557 0.3940 3.03 0.15 -0.63 -0.535
N -0.5265 -0.2253 -0.4742 -2.55 -0.07 1.23 -0.098
H 1.2501 0.5227 -1.1696 -0.01 0.00 0.06 0.212
H 0.0082 1.7324 -0.8048 0.07 0.00 0.06 0.227
H 0.9242 0.9700 0.5274 -0.03 -0.01 -0.02 0.166
H 0.6900 -1.4046 0.6554 0.04 0.12 -0.10 0.339
H 0.0165 -2.1246 -0.7012 0.01 0.10 0.06 0.375
H -1.5442 0.1002 1.3817 0.02 -0.13 -0.11 0.387
```
Positions in Å, forces in eV/Å.

## Properties
net charge	0
ΔE to the lowest compared entry with this formula, charge and spin	3.118	eV
electronic energy	-8128.9747	eV
Kohn-Sham gap	10.3201	eV
strongest force on any atom	3.1	eV/Å
lowest unoccupied orbital energy	0.025	Ha

***

Entry 10:
Entry from the Open Molecules 2025 dataset: the molecule C2H6N4 at a distorted geometry (the ωB97M-V functional and the def2-TZVPD basis).

```
12
Properties=species:S:1:pos:R:3:forces:R:3:nbo_charge:R:1
C -0.8128 0.1068 0.1238 0.23 -0.62 0.40 0.554
C 1.9850 0.3506 -0.3288 -0.20 0.82 -0.03 -0.189
H -2.6883 0.1857 -0.5030 -0.51 -0.03 -0.16 0.402
H -1.9370 -1.4171 -0.7130 -0.21 2.00 0.70 0.398
H 0.1049 1.6280 0.8333 -0.12 -0.19 -0.44 0.350
H -0.1314 -1.6762 0.9871 0.92 1.29 -1.40 0.400
H 1.4728 1.3339 -0.6960 0.82 -2.16 0.73 0.194
H 3.0492 0.2635 -0.2043 0.55 0.70 -0.81 0.192
N -1.9936 -0.4787 -0.2290 0.04 -1.71 -0.87 -0.821
N -0.7183 1.3624 0.2903 0.08 0.11 0.32 -0.752
N 0.1561 -0.9165 0.3088 -0.11 -0.64 0.63 -0.511
N 1.5136 -0.7425 0.1309 -1.49 0.42 0.93 -0.217
```
Positions in Å, forces in eV/Å.

## Properties
net charge	0
ΔE to the lowest compared entry with this formula, charge and spin	2.181	eV
electronic energy	-8129.9118	eV
Kohn-Sham gap	10.0631	eV
strongest force on any atom	2.4	eV/Å
lowest unoccupied orbital energy	0.036	Ha

***

Question: Which value of net charge does entry 1 give?
Answer: +1

***

Question: The highest strongest force on any atom belongs to which entry?
Answer: number 2

***

Question: net charge of number 3 (C2H6N3O3)?
Answer: -1

***

Question: Among the records above, which one has the lowest electronic energy?
Answer: number 4